(1)
99
Properties=species:S:1:pos:R:3:forces:R:3:mulliken_charge:R:1 method="wB97M-V/def2-TZVPD" gap_ev="6.092 / 5.789" s_squared=3.788 charge=+1 multiplicity=4 lumo_ev="-3.5 / -3.8"
H -3.044669 1.076641 0.927657 -0.006 0.002 -0.002 0.3218
H -2.399220 -0.501327 0.474278 -0.007 0.014 -0.002 -0.5061
C -0.017301 4.578263 3.228680 0.007 -0.011 0.008 0.2174
H 1.470459 4.365972 6.778016 0.000 0.000 0.001 0.4048
N -0.364159 -2.124408 0.396764 -0.006 -0.063 -0.019 1.0577
C -2.679734 -2.762873 3.322167 -0.005 0.008 0.015 -0.9679
C 0.462762 -4.008521 -2.781363 -0.022 0.011 -0.019 -1.1044
H 4.115057 3.477964 0.037373 0.002 -0.002 -0.002 0.5185
C 2.464284 -1.931635 -2.982352 0.018 0.005 -0.002 -1.3923
C -0.966082 1.466528 -3.841968 -0.010 0.005 0.013 -0.5539
C -4.936630 -3.513085 3.720474 -0.002 0.002 0.006 -0.9697
C -1.749438 -3.913797 0.816493 0.008 0.002 -0.010 -1.4404
N -0.319750 -0.007555 2.255661 -0.003 0.027 0.066 0.9634
H 4.104392 -0.538471 -3.376760 0.001 0.001 -0.001 0.5518
C -1.154605 1.100098 4.091989 -0.004 -0.006 -0.006 -1.5791
H -4.510809 0.542993 -2.776301 0.002 -0.001 -0.001 0.2838
C -1.262664 -2.650999 1.294885 0.008 0.005 0.012 0.2159
C 0.944434 -6.249039 -3.527750 0.002 -0.001 0.000 -0.8651
H -0.440729 0.615623 -3.406198 0.004 -0.008 -0.007 -0.0003
H -3.722239 3.414886 -2.036233 0.001 0.003 0.008 0.4661
H -0.604183 -2.776917 -4.172975 -0.002 -0.002 0.000 0.4914
H -4.188361 2.197501 -0.881636 0.004 0.003 0.000 0.4545
C 1.048841 4.427088 5.783441 0.003 0.000 0.004 -0.8603
H -2.447779 -4.543100 1.342030 0.000 -0.002 0.004 0.5638
H -0.743659 -4.533973 -5.905545 -0.001 0.003 0.001 0.3992
H 2.617062 4.155378 2.154068 -0.004 0.001 0.001 0.5224
H -0.551216 2.925816 -2.282543 -0.005 0.000 0.004 0.4596
C -0.075371 5.679492 4.070262 -0.004 0.001 0.005 -0.9144
C -4.010631 -2.853687 2.925558 0.004 -0.004 -0.008 0.2594
H -5.969722 -3.575982 3.404810 -0.001 0.000 0.001 0.4071
C 1.502708 -1.941751 -1.917990 -0.023 0.001 0.003 0.3634
C 0.630124 2.212310 2.748362 -0.003 -0.044 0.019 1.4347
H -1.251685 -3.273183 4.836415 0.001 -0.001 -0.002 0.4283
N -2.322064 1.914973 -1.782544 0.001 -0.003 0.016 0.2710
C -0.170083 -3.753726 -3.994146 0.006 0.000 0.012 0.1840
H 5.221598 3.259776 -4.704037 0.000 0.001 0.000 0.4087
C 2.538141 3.273844 1.540153 0.024 0.007 -0.006 -1.4855
C 6.810060 2.156076 -1.928334 0.000 0.004 0.000 -0.8476
H -1.942825 3.296634 -3.263409 0.001 0.001 -0.005 0.4384
H -2.512764 -0.501092 4.709560 0.001 0.000 0.002 0.5539
H 0.251141 -6.758967 -5.492615 0.001 -0.001 -0.001 0.3951
C -3.212782 -4.002671 5.319369 -0.003 0.001 0.006 -0.8553
C 3.258174 -0.853148 -2.789567 -0.005 -0.004 -0.009 -1.5112
H -5.540365 1.970515 -2.948572 -0.001 -0.003 -0.006 0.4156
N 1.714160 -0.871273 -1.086082 0.023 -0.037 -0.050 0.8693
C 5.730761 1.590081 -1.265802 -0.003 -0.002 -0.005 0.1377
H -0.011343 1.245317 -1.413187 0.014 0.004 0.005 -0.2179
H 3.302006 2.244349 -3.527497 0.000 0.001 -0.001 0.5594
N 1.770930 1.240333 0.792511 0.022 0.061 0.015 0.7506
H -2.897113 -4.453175 6.251055 0.000 0.001 0.001 0.4008
H -0.537184 6.595921 3.727065 0.001 0.001 0.001 0.3991
C 4.461964 1.617594 -1.837485 0.017 -0.007 0.015 -1.0097
C 3.305897 1.006081 -1.119755 -0.007 0.000 0.008 1.6471
C -1.873314 1.055772 -0.858742 -0.017 -0.016 -0.018 0.8023
C -1.682444 -2.046756 2.474227 0.004 0.004 -0.006 0.8617
H 1.517927 -5.463174 -1.613500 0.000 0.001 -0.002 0.4853
C -4.538321 -4.089251 4.918473 -0.001 -0.001 -0.003 -0.3810
C -1.767099 -0.105150 4.040453 -0.003 0.010 0.012 -1.3477
C 5.367325 2.789902 -3.740267 -0.001 0.000 -0.003 -0.8996
H -4.319976 -2.403688 1.989180 -0.002 0.000 0.000 0.4615
C 1.019848 -5.262989 -2.554675 0.016 -0.004 0.011 0.2371
C 1.104355 3.324688 4.942888 0.006 -0.013 0.005 0.1522
C -1.168506 -4.134736 -0.383966 -0.031 0.005 -0.002 -1.5673
C -1.412339 2.474503 -2.786471 0.011 -0.013 -0.007 -1.1254
C -3.724288 2.339321 -1.853650 -0.009 -0.005 -0.013 -0.8696
H -1.823921 1.082936 -4.393066 0.001 -0.005 0.000 0.3120
C -1.248798 -0.792978 2.893559 0.009 -0.020 -0.028 0.6636
C 2.812411 1.664941 0.003170 -0.011 -0.030 -0.007 -0.0023
C 0.310309 -5.989585 -4.734438 -0.005 0.004 0.005 -0.4246
C -2.287313 -3.340469 4.525701 -0.004 0.000 0.000 -0.0109
C -4.508088 1.621420 -2.940967 0.004 0.007 0.013 -1.1052
C -0.236588 1.154272 2.990784 0.003 0.012 -0.017 0.2421
H 1.568539 2.405157 5.278716 -0.001 0.001 0.003 0.4789
C 3.297908 2.929239 0.474604 -0.003 0.015 0.012 -1.4482
C 6.629867 2.757565 -3.165742 0.002 0.000 0.002 -0.4018
H 7.793239 2.124504 -1.477807 0.001 0.002 -0.001 0.4037
C 2.776448 -0.179742 -1.617884 -0.014 0.015 0.011 0.1936
H -1.300635 -4.979996 -1.038336 0.003 0.003 -0.001 0.5356
H 7.471750 3.199792 -3.681429 0.000 0.000 -0.001 0.3993
H -0.294138 1.948888 -4.551752 0.000 0.007 0.003 0.4019
C -0.291009 -3.027760 -0.639427 0.013 -0.013 0.013 0.0362
C 0.546232 -2.939031 -1.743143 0.029 0.010 0.006 1.4760
C -0.247315 -4.740221 -4.966383 0.005 -0.006 -0.008 -0.8641
H -3.778981 0.165011 -0.403405 -0.002 -0.001 -0.001 0.6339
H 5.870557 1.117786 -0.300960 -0.002 -0.001 0.001 0.4764
H 0.414823 6.463744 6.005758 -0.001 0.001 -0.001 0.4019
C 0.570149 3.392643 3.660292 -0.010 0.035 -0.036 -1.0082
H -5.259667 -4.604744 5.538329 0.000 -0.001 -0.001 0.4014
H 2.532726 -2.676212 -3.757803 -0.004 -0.002 0.000 0.5196
N -0.606140 0.755275 -0.756655 0.057 0.034 0.031 0.4483
Cr 0.533340 -0.318605 0.456551 -0.074 -0.004 -0.056 -0.4317
C -2.839674 0.411218 0.085884 0.004 -0.004 0.015 -0.9137
H -0.430793 4.633589 2.228527 -0.001 0.004 -0.001 0.4658
C 0.457959 5.605028 5.349214 0.001 0.003 -0.004 -0.3942
C 4.288633 2.220539 -3.079519 -0.007 -0.001 -0.005 0.0226
H 1.384348 -7.220163 -3.343130 -0.001 -0.002 -0.002 0.4016
H -4.083269 1.814369 -3.926302 -0.003 -0.002 -0.003 0.3023
H -1.296495 1.886708 4.813907 -0.001 -0.001 0.004 0.5526
C 1.582616 2.222752 1.732752 -0.013 -0.002 -0.004 0.2916

---

(2)
41
Properties=species:S:1:pos:R:3:forces:R:3:mulliken_charge:R:1 method="wB97M-V/def2-TZVPD" gap_ev=9.404 smiles="O=C(c1ccc(F)cc1)C1CCN(C(=O)c2c(F)cccc2F)CC1" multiplicity=1 lumo_ev=0.1
C -1.524660 -0.129699 -0.305380 -0.297 -0.339 -0.129 -1.1943
C 0.375820 5.305743 -3.349862 -0.070 -0.149 0.075 -0.2830
H 0.561661 2.447843 -0.188285 0.039 -0.164 -0.040 0.6657
H -2.322166 -0.385711 -1.006939 0.096 0.020 0.170 0.4897
C 0.144195 2.941291 -3.172371 -0.029 0.303 0.168 0.7669
F 1.074229 -6.938518 3.110628 -0.021 0.111 -0.020 -0.3181
O -0.430594 -0.870549 2.993598 -0.047 -0.006 0.045 -0.6408
O -2.693931 1.602362 -2.080509 -0.250 0.062 -0.115 -0.6716
H 1.157621 1.038720 -1.086824 -0.009 0.099 0.037 0.2158
C 0.588611 -0.874456 0.830172 -0.069 0.256 0.171 0.5283
N -0.918121 1.100625 -0.776221 -0.038 -0.116 0.193 0.2397
H 1.696878 0.912389 1.343497 -0.034 0.045 0.021 0.5130
H 1.246680 -3.402135 0.387729 0.031 0.068 -0.108 0.3218
H -0.019411 0.981829 1.733481 0.083 -0.001 -0.017 0.3593
C 0.751605 4.036917 -3.756626 0.032 -0.209 -0.051 -0.8392
F 0.523191 1.705757 -3.558570 -0.106 0.059 0.043 -0.3388
H -0.359044 -2.858674 4.313644 -0.025 0.035 0.045 0.4602
H 0.837234 6.170724 -3.799167 0.045 0.078 -0.036 0.3837
H 0.010438 -1.307284 -1.221664 -0.022 -0.068 -0.021 0.3705
C 0.148098 -1.509411 2.143666 0.231 0.138 -0.312 -0.0590
H 1.557027 -1.287005 0.539866 -0.046 -0.027 0.023 0.5894
C 0.981128 -3.786597 1.359160 -0.108 0.177 0.212 -0.0742
C -0.830116 3.060086 -2.189287 -0.132 0.053 -0.219 -0.0783
C -0.467333 -1.222560 -0.243776 -0.078 0.069 0.046 -0.7009
C 0.434037 1.370288 -0.329181 0.508 0.197 0.095 -0.6766
H 0.038838 -5.272531 4.801733 -0.013 -0.064 0.088 0.4366
F -2.093141 4.518513 -0.842942 0.022 -0.095 -0.086 -0.2931
H 1.500169 3.886161 -4.517549 0.071 -0.043 -0.074 0.4578
C 0.079097 -3.508773 3.571454 0.033 0.063 -0.174 -0.4522
H -1.971789 0.020533 0.683524 -0.043 -0.035 -0.065 0.2929
H -0.888578 6.449775 -2.034380 -0.045 0.085 0.055 0.4665
C 0.855875 -5.636012 2.859947 -0.012 0.197 -0.097 0.4222
C 0.701374 0.648075 0.984774 -0.024 0.016 -0.089 -1.5976
C -0.585786 5.470632 -2.368613 -0.175 -0.019 0.142 -0.7334
C 0.418670 -2.959566 2.332092 -0.060 -0.372 0.333 0.3325
C -1.577771 1.853112 -1.674156 0.145 0.187 -0.058 0.3199
C 1.198499 -5.126001 1.618927 0.022 -0.271 0.120 -0.8161
H -0.945959 -2.176347 -0.017471 0.003 -0.032 -0.090 0.6451
C -1.177279 4.351090 -1.810071 0.286 -0.035 -0.163 0.6675
C 0.295571 -4.842780 3.846660 0.071 -0.192 -0.068 -0.6132
H 1.629135 -5.777854 0.875295 0.036 -0.080 -0.052 0.4353

---

Values of relative energy (zero: lowest compared OMol25 entry of this formula, charge and spin), in order: 0.0 0.0, all in kJ/mol.